A structure of composition C59H61Cl2GeN3P2SeTi, computed with ωB97M-V with the def2-TZVPD basis set.

```
130
Properties=species:S:1:pos:R:3:mulliken_charge:R:1
Ti 1.0864 -0.3610 0.8252 -1.616
N -0.7372 -1.7125 2.6950 -0.105
P 0.6148 -0.8569 3.3121 0.579
C 1.6814 -2.0842 4.1457 1.106
C 1.1395 -3.2629 4.6506 -0.371
C 1.9442 -4.1787 5.3175 -0.729
C 3.2961 -3.9195 5.4895 -0.660
C 3.8392 -2.7320 5.0138 -0.714
C 3.0343 -1.8198 4.3476 -0.363
C 0.0304 0.0750 4.7374 0.880
C 0.8014 1.1563 5.1592 -0.382
C 0.4815 1.8174 6.3354 -0.731
C -0.6069 1.3997 7.0901 -0.474
C -1.3811 0.3286 6.6659 -0.918
C -1.0682 -0.3334 5.4868 -0.200
P -0.2269 -2.7289 1.3976 0.695
C -1.5319 -2.4010 0.1738 0.307
C -1.8158 -3.3608 -0.8015 -1.073
C -2.7591 -3.0970 -1.7803 -0.618
C -3.4154 -1.8683 -1.8070 -0.759
C -3.1335 -0.9109 -0.8479 -0.582
C -2.1899 -1.1744 0.1420 0.214
C -0.4761 -4.4533 1.8571 0.850
C -1.7404 -4.8706 2.2772 -0.751
C -1.9303 -6.1880 2.6621 -0.817
C -0.8695 -7.0891 2.6117 -0.508
C 0.3829 -6.6766 2.1841 -0.719
C 0.5836 -5.3533 1.8107 -0.181
H -1.4089 -2.0906 3.3578 0.419
H 0.0843 -3.4825 4.5355 0.349
H 1.5102 -5.0887 5.7122 0.502
H 3.9238 -4.6339 6.0068 0.435
H 4.8896 -2.5188 5.1666 0.472
H 3.4587 -0.8754 4.0204 0.474
H 1.6467 1.4913 4.5677 0.318
H 1.0782 2.6589 6.6621 0.466
H -0.8556 1.9134 8.0102 0.424
H -2.2327 0.0079 7.2523 0.464
H -1.6922 -1.1628 5.1747 0.199
H -1.3186 -4.3246 -0.7814 0.487
H -2.9995 -3.8582 -2.5142 0.481
H -4.1649 -1.6670 -2.5629 0.490
H -3.6679 0.0277 -0.8436 0.551
H -2.0310 -0.4360 0.9186 0.166
H -2.5786 -4.1820 2.2823 0.435
H -2.9071 -6.5175 2.9918 0.443
H -1.0270 -8.1199 2.9016 0.440
H 1.2047 -7.3797 2.1475 0.462
H 1.5656 -5.0244 1.4915 0.433
C 0.6402 1.4162 0.5680 0.616
Ge -0.7498 2.8436 0.5443 2.068
C 0.1967 4.3445 -0.2519 -0.379
C -0.3701 5.1202 -1.2663 -0.204
C 0.3416 6.1709 -1.8402 -0.673
C 1.6270 6.4630 -1.4053 -0.578
C 2.1981 5.7132 -0.3841 -0.890
C 1.4858 4.6652 0.1869 -0.429
C -2.3543 2.4905 -0.4895 0.213
C -2.3082 2.3551 -1.8816 0.155
C -3.4685 2.2311 -2.6321 -0.824
C -4.7057 2.2366 -1.9979 -0.747
C -4.7726 2.3716 -0.6185 -0.921
C -3.6061 2.5018 0.1314 -0.144
C -1.2686 3.2595 2.3527 -0.055
C -1.2179 4.5841 2.7925 -0.825
C -1.7412 4.9368 4.0329 -0.851
C -2.3355 3.9713 4.8340 -0.831
C -2.3905 2.6496 4.4074 -1.135
C -1.8503 2.2960 3.1784 0.526
H 1.5652 1.9942 0.4475 -0.105
H -1.3771 4.9151 -1.6109 0.473
H -0.1141 6.7685 -2.6199 0.490
H 2.1771 7.2838 -1.8484 0.425
H 3.1926 5.9518 -0.0284 0.449
H 1.9428 4.1090 1.0010 0.417
H -1.3548 2.3501 -2.3983 0.464
H -3.4092 2.1357 -3.7096 0.459
H -5.6147 2.1425 -2.5785 0.415
H -5.7352 2.3939 -0.1234 0.432
H -3.6831 2.6291 1.2040 0.372
H -0.7735 5.3493 2.1655 0.372
H -1.6954 5.9664 4.3665 0.437
H -2.7650 4.2492 5.7890 0.426
H -2.8606 1.9004 5.0318 0.642
H -1.9033 1.2603 2.8574 0.519
C -0.7276 -4.8138 -5.4415 -0.987
C 0.6239 -4.3864 -4.8722 -0.527
C 0.8389 -2.8748 -4.8733 -0.255
C -0.1984 -2.1582 -4.0215 -1.048
N 0.0795 -0.7172 -3.9241 0.817
C 0.7959 -0.0979 -2.9772 0.126
Se 1.6499 -1.0516 -1.5783 -0.262
N 0.8598 1.2084 -3.2759 1.465
C 1.6505 2.2477 -2.6038 0.560
C 2.8767 2.6510 -3.4154 -0.925
C 3.9376 1.5578 -3.5201 -0.297
C 4.7053 1.3680 -2.2150 -0.728
C 0.1114 1.4496 -4.4292 0.309
C -0.1521 2.6249 -5.1260 -0.596
C -0.9216 2.5031 -6.2663 -1.033
C -1.4042 1.2547 -6.6994 -0.833
C -1.1411 0.0940 -5.9989 -0.886
C -0.3768 0.2280 -4.8451 0.536
H -0.7794 -5.8964 -5.5571 0.408
H -0.8947 -4.3716 -6.4278 0.291
H -1.5614 -4.5218 -4.7972 0.111
H 1.4231 -4.8459 -5.4553 0.384
H 0.7323 -4.7618 -3.8488 0.286
H 0.8018 -2.4919 -5.8984 0.378
H 1.8300 -2.6405 -4.4760 0.230
H -0.2148 -2.5593 -3.0121 -0.206
H -1.2008 -2.2539 -4.4348 0.499
H 1.9195 1.8621 -1.6302 -0.599
H 1.0056 3.1099 -2.4557 -0.676
H 3.2968 3.5361 -2.9287 0.544
H 2.5587 2.9620 -4.4133 0.338
H 4.6331 1.8124 -4.3209 0.430
H 3.4682 0.6125 -3.8141 0.138
H 5.1418 2.3105 -1.8746 0.341
H 5.5202 0.6497 -2.3333 0.460
H 4.0403 1.0039 -1.4262 -0.324
H 0.2204 3.5862 -4.7952 0.506
H -1.1533 3.3877 -6.8447 0.466
H -1.9909 1.2029 -7.6069 0.449
H -1.5134 -0.8656 -6.3345 0.544
Cl 3.2083 -2.1391 0.9257 0.095
C 4.3948 -0.8196 0.9341 -0.386
Cl 3.5281 0.6271 1.5274 -0.032
H 4.7182 -0.6236 -0.0800 0.333
H 5.2072 -1.0609 1.6065 0.509
```

Results
Orbital gap, eV: 7.44
LUMO level, eV: -5.530
F_max, eV/Å: 1.5
Relative energy (zero: lowest compared OMol25 entry of this formula, charge and spin), kJ/mol: 96.09
E_HOMO, eV: -12.97
Charge: +2
E_tot, hartree: -9379.61088